(1)
Computed, not measured: a structure of composition C10H20N2PReS, with wB97M-V/def2-TZVPD.

## Properties
Energy, Eh: -1319.8722
Total charge: +1
Orbital gap (alpha / beta), hartree: 0.22723 / 0.23765
HOMO energy (alpha / beta), eV: -10.1 / -10.9
2S+1: 4

The geometry in XYZ format:
```
35
Properties=species:S:1:pos:R:3:forces:R:3:lowdin_charge:R:1
C -1.36342 -0.36854 -0.28368 -3.125 1.148 2.429 -0.368
C -2.48029 0.66884 -0.70395 1.754 -1.184 0.827 -0.055
C -3.21680 1.13438 0.38334 1.610 -0.439 -0.031 -0.099
C -2.67968 0.58203 1.59014 2.181 -1.242 -0.723 -0.064
C -1.57293 -0.36465 1.31000 -1.537 0.136 -2.485 -0.270
Re 0.74791 -0.75641 0.49994 -4.324 -1.633 0.109 0.623
P 1.48145 -1.02805 -1.59927 1.113 -0.734 -1.540 0.576
H -1.53150 -1.32660 -0.81038 0.196 0.283 0.159 0.076
H -2.60378 0.96039 -1.74899 -0.065 -0.045 0.408 0.096
H -4.00395 1.88694 0.35856 0.220 -0.292 -0.111 0.107
H -1.53216 -1.33223 1.85116 0.133 0.717 0.084 0.079
H -2.98350 0.85765 2.60469 -0.057 -0.283 -0.451 0.105
H 2.32268 -0.04471 -2.21502 -0.248 -0.369 0.213 -0.070
H 0.56105 -1.21536 -2.67654 0.175 0.118 0.567 -0.059
H 2.26447 -2.21845 -1.80187 -0.139 0.619 -0.261 -0.082
C 5.33214 -0.87484 1.19706 0.536 -0.155 -0.187 -0.079
C 4.43102 0.11088 0.50439 -0.482 0.385 0.506 -0.232
N 3.21641 0.33580 1.37157 0.767 -0.345 -0.358 -0.066
C 2.52500 1.48603 1.22751 -0.011 1.310 -0.808 -0.733
S 0.88480 1.42657 0.73504 0.647 2.357 0.776 0.721
N 3.13227 2.69294 1.32500 -0.647 -1.354 0.371 0.014
C 4.32786 2.89606 2.15034 -0.106 0.070 0.138 -0.228
C 5.21572 3.93796 1.51181 0.399 0.186 0.090 -0.078
H 5.53431 -0.56488 2.22651 -0.052 -0.065 -0.150 0.084
H 6.28718 -0.92616 0.66181 -0.152 -0.123 0.121 0.089
H 4.89027 -1.87546 1.20066 0.065 0.109 0.097 0.082
H 4.91438 1.08222 0.34782 -0.106 -0.298 -0.008 0.111
H 4.08981 -0.25705 -0.47866 0.146 0.141 0.316 0.087
H 2.61370 -0.55217 1.38246 0.864 1.050 0.147 0.006
H 2.51174 3.49056 1.20434 0.250 -0.222 -0.072 0.142
H 4.00098 3.21896 3.14959 0.168 -0.127 -0.169 0.133
H 4.83111 1.93089 2.25482 -0.108 0.292 0.035 0.103
H 4.77386 4.93651 1.60939 0.127 -0.169 -0.100 0.084
H 6.18672 3.94174 2.01885 -0.169 0.138 -0.110 0.087
H 5.38217 3.72601 0.45029 -0.021 0.019 0.174 0.081
```
Positions in Å, forces in eV/Å.

=====

(2)
Computed, not measured: a cluster of 2 separate species, C10H20N2Si in total, with wB97M-V/def2-TZVPD.

## Properties
Energy, Eh: -791.9024
Total charge: 0
Orbital gap, hartree: 0.32395
HOMO energy, eV: -8.1

The geometry in XYZ format:
```
33
Properties=species:S:1:pos:R:3:forces:R:3:lowdin_charge:R:1
C 1.16796 -3.08394 -0.17048 0.316 0.238 -0.205 -0.242
C 2.72222 -2.79205 1.19409 0.103 2.328 3.203 -0.208
C 1.14516 -1.77480 0.04714 -1.859 5.688 1.821 -0.097
C -2.56727 0.29826 -1.91862 0.269 5.028 0.601 -0.208
C 0.11652 2.74658 -2.05272 -0.693 1.661 3.674 -0.171
C -1.83784 0.05010 2.07471 0.647 0.967 1.686 -0.161
C 2.37945 -0.36062 1.75326 -2.037 0.643 1.901 -0.080
C -1.51074 -0.61647 -1.42915 0.207 -1.464 -1.604 -0.378
C 0.85032 1.70076 -1.12114 1.269 -0.436 -0.971 -0.322
C -0.86794 0.95948 1.31394 -4.208 -1.111 -2.936 -0.323
N 2.13488 -3.69733 0.51436 1.213 -2.033 0.242 0.045
N 2.06402 -1.56330 1.10148 0.500 -2.516 -3.484 -0.181
Si -0.28641 0.27216 -0.35424 3.305 -1.909 -0.184 0.836
H 0.54859 -3.64498 -0.73617 -1.847 -1.476 -2.037 0.055
H 3.39027 -2.89373 2.06993 -0.014 -0.356 -0.983 0.127
H -2.97934 0.90885 -0.97538 0.259 -1.311 -2.134 0.112
H -2.16766 1.14812 -2.61321 -0.414 -1.368 1.251 0.079
H -3.32449 -0.10499 -2.52691 -1.274 -0.899 -0.201 0.043
H -0.67515 3.38021 -1.36045 1.651 -1.670 -1.914 0.122
H 0.77524 3.51902 -2.46885 0.088 -0.374 0.172 0.056
H -0.37621 2.25204 -2.83948 -0.755 -0.436 -0.924 0.010
H -1.22535 -0.82365 2.29224 -0.582 -0.225 1.142 0.067
H -2.35886 0.65912 2.90677 1.522 -1.299 -0.458 0.105
H -2.71060 -0.28640 1.59462 -0.829 -0.461 -1.578 0.035
H 3.42860 -0.25574 1.91961 0.676 -0.036 0.466 0.078
H 2.05460 0.53611 1.19404 0.053 -0.602 0.138 0.054
H 1.74770 -0.44595 2.72676 1.467 0.967 -1.087 0.127
H -1.14318 -1.28341 -2.31407 -0.001 1.285 1.748 0.123
H -2.05752 -1.29713 -0.79219 0.253 -0.617 0.526 0.063
H 1.36778 2.18935 -0.27125 -0.700 0.086 -0.136 0.045
H 1.80218 1.34185 -1.68388 -1.824 -0.055 0.643 0.091
H -0.04820 1.17945 1.87431 2.087 1.173 1.626 0.016
H -1.55871 1.78303 1.05089 1.151 0.591 -0.002 0.082
```
Positions in Å, forces in eV/Å.

=====

(3)
Computed, not measured: the molecule C10H20N6O4, with wB97M-V/def2-TZVPD.

## Properties
Structure (SMILES): [H]/N=C(/N)NCCC[C@H](N)C(=O)N[C@@H](CC(N)=O)C(=O)O
Energy, Eh: -1022.5870
Total charge: 0
Orbital gap, hartree: 0.31295
HOMO energy, eV: -8.2

The geometry in XYZ format:
```
40
Properties=species:S:1:pos:R:3:forces:R:3:lowdin_charge:R:1
H -5.71282 1.32851 0.77470 -0.570 -0.115 -0.159 0.015
N -5.78100 0.46706 0.22017 1.639 0.772 -0.061 0.072
C -4.57022 0.27411 -0.22585 -1.795 -0.816 1.158 -0.592
N -4.32822 -0.86809 -0.95783 -0.057 -0.872 -0.348 0.092
N -3.44778 1.00961 0.11430 0.688 1.834 -0.505 0.030
C -2.33077 1.20520 -0.88112 -1.194 -0.584 0.585 -0.189
C -1.02246 1.27960 -0.12276 -0.489 0.921 0.490 -0.185
C -0.63760 0.07895 0.73806 -0.612 0.447 -0.171 -0.161
C -0.41973 -1.14173 -0.06165 0.309 -2.183 -2.847 -0.333
N -1.62417 -1.88632 -0.42653 -1.116 -0.833 1.692 0.042
C 0.52583 -2.10681 0.64971 2.186 0.455 0.326 -0.417
O 0.22320 -3.14748 1.21141 -0.400 0.727 -0.488 0.068
N 1.84108 -1.65184 0.70464 0.238 0.385 -0.085 0.104
C 2.46697 -0.52597 -0.07196 0.114 -1.010 2.333 -0.162
C 3.02542 0.58902 0.87885 -0.963 0.469 -0.484 -0.046
C 2.98256 1.94467 0.13692 -0.460 -1.015 -0.644 -0.536
N 3.81833 2.86924 0.59988 1.595 0.971 1.054 0.173
O 2.19592 2.13969 -0.77609 0.300 -0.093 0.207 0.047
C 3.67889 -1.10151 -0.82028 -0.858 1.332 -0.473 -0.487
O 4.56962 -0.41079 -1.24424 0.044 -0.116 0.155 0.125
O 3.64420 -2.41967 -0.96709 0.772 -0.396 -0.423 0.130
H -5.02302 -1.59144 -0.80670 -0.603 0.719 -0.174 0.092
H -3.46933 -1.33863 -0.71831 0.901 0.513 -0.145 0.021
H -3.66123 1.92459 0.57896 0.006 -1.441 -0.601 0.143
H -2.46628 2.14537 -1.44074 -0.091 -0.306 0.075 0.116
H -2.41463 0.35760 -1.59301 0.387 0.600 0.437 0.109
H -1.06629 2.12809 0.60982 -0.072 -0.296 -0.811 0.127
H -0.24051 1.54599 -0.86914 -0.103 -0.396 0.725 0.110
H 0.27743 0.39574 1.13654 1.765 0.167 0.549 0.072
H -1.16317 -0.16867 1.66816 -0.860 0.388 -0.486 0.145
H -0.04854 -0.85270 -1.07495 0.510 -0.066 0.853 0.160
H -1.56256 -2.68396 -1.07445 0.930 0.883 -0.038 0.113
H -1.78073 -2.40118 0.44673 -0.689 0.008 -0.130 0.090
H 2.49589 -2.25428 1.22733 -0.749 0.422 -0.545 0.160
H 1.70459 -0.01724 -0.67770 0.619 -0.419 -0.260 0.130
H 2.37681 0.75675 1.73427 -0.571 -0.326 0.027 0.119
H 3.96836 0.36262 1.35668 0.525 -0.116 -0.425 0.117
H 4.41879 2.66274 1.39411 -0.258 -0.068 -0.505 0.114
H 4.08261 3.70245 0.08652 -0.603 -0.271 -0.033 0.124
H 4.47454 -2.59927 -1.45736 -0.415 -0.276 0.176 0.149
```
Positions in Å, forces in eV/Å.

=====

(4)
Computed, not measured: a structure of composition C10H20NO, with wB97M-V/def2-TZVPD.

## Properties
Energy, Eh: -522.5573
Total charge: +1
Orbital gap (alpha / beta), hartree: 0.30762 / 0.30771
HOMO energy (alpha / beta), eV: -13.1 / -13.1

The geometry in XYZ format:
```
32
Properties=species:S:1:pos:R:3:forces:R:3:lowdin_charge:R:1
C 1.68162 2.45892 -0.28327 -0.324 -0.113 -0.596 0.157
C -0.96387 -2.00092 -0.38376 3.879 3.613 -0.865 -0.147
C -1.88485 -0.95450 0.13982 -2.303 -1.390 0.211 -0.203
C 0.45993 -1.82426 0.30082 -2.745 -2.770 1.037 -0.145
C -1.59295 0.48496 0.07186 1.954 2.349 -0.197 -0.316
C 1.18951 -0.55989 0.02164 3.473 0.715 -0.193 -0.538
C -2.02154 1.30822 -1.20520 -0.382 -1.833 2.067 -0.012
C -2.04128 1.24223 1.34075 0.207 -0.643 1.658 -0.053
C 2.09990 -0.73895 -1.24883 1.210 0.747 0.098 -0.019
C 2.17085 -0.43925 1.24720 0.473 -1.101 -0.441 -0.023
N 0.32736 0.59859 0.01539 -5.446 -0.404 0.056 0.057
O 0.55364 1.89402 -0.17574 1.841 -1.189 0.397 0.002
H 1.57862 3.49009 -0.45807 -0.113 1.236 0.029 0.106
H 2.64337 2.00268 -0.40432 0.067 -0.765 0.373 0.107
H -1.37178 -2.92310 -0.20112 -0.785 -2.311 0.190 0.092
H -0.83017 -1.77730 -1.46894 -0.022 -0.739 0.496 0.133
H -2.75258 -1.12654 -0.54429 -0.115 0.476 0.937 0.149
H -2.15828 -1.27143 1.17791 -0.007 0.565 -0.745 0.142
H 0.34868 -2.01538 1.46379 -0.016 0.517 -2.290 0.160
H 1.08057 -2.67108 -0.08443 -0.195 0.794 0.503 0.139
H -1.49712 2.29571 -1.10561 -1.064 -0.877 -0.675 0.089
H -3.16073 1.31434 -0.95808 1.857 0.581 -1.166 0.130
H -1.78219 0.67525 -2.09861 -0.330 1.082 0.515 0.100
H -1.61111 2.26514 1.45521 -0.567 -0.609 -0.536 0.086
H -1.66980 0.69354 2.29823 -0.838 0.716 -1.679 0.115
H -3.20684 1.28389 1.37064 2.129 -0.070 -0.109 0.134
H 2.91004 -1.50113 -1.06080 -1.053 0.668 -0.017 0.118
H 2.64776 0.18883 -1.48404 0.082 -0.102 0.510 0.062
H 1.69628 -0.90830 -2.23519 -1.015 -0.662 0.031 0.080
H 2.29623 -1.51584 1.59352 -0.017 1.598 0.048 0.103
H 1.66944 0.19857 2.01906 0.960 -0.577 -0.418 0.108
H 3.19129 -0.16712 0.88446 -0.794 0.497 0.771 0.089
```
Positions in Å, forces in eV/Å.